one:
Computed, not measured: one molecule with the formula C3H6O2, with the ωB97M-V functional and the def2-TZVPD basis.

Properties
* HOMO level: -9.2 eV
* Kohn-Sham gap: 0.363 Ha
* structure (SMILES): C=C(O)CO
* E_LUMO: 0.7071 eV

Geometry as ORCA input:
```
! RIJCOSX wB97M-V def2-TZVPD def2/J DEFGRID3
* xyz 0 1
C -1.44687 -0.58919 -0.27195
C -0.34745 0.07780 0.05896
O -0.34246 1.14751 0.90674
C 1.04553 -0.22490 -0.44063
O 2.03918 0.01246 0.52254
H -2.39427 -0.32507 0.18400
H -1.42882 -1.37217 -1.02050
H -1.25316 1.43305 1.08447
H 1.25093 0.33331 -1.36784
H 1.08915 -1.28714 -0.68661
H 1.78824 0.79436 1.03083
*
```

Charges computed using Löwdin, reported in e: number 1, C, carries 0.049; number 2, C, carries -0.395; number 3, O, carries 0.030; number 4, C, carries -0.213; number 5, O, carries -0.046; number 6, H, carries 0.059; number 7, H, carries 0.064; number 8, H, carries 0.119; number 9, H, carries 0.128; number 10, H, carries 0.124; number 11, H, carries 0.081

two:
Computed, not measured: C3H6O2 as an isolated structure, with the ωB97M-V functional and the def2-TZVPD basis.

Properties
* HOMO level: -9.9 eV
* Kohn-Sham gap: 0.398 Ha
* E_LUMO: 0.9072 eV

Geometry as ORCA input:
```
! RIJCOSX wB97M-V def2-TZVPD def2/J DEFGRID3
* xyz 0 1
O -0.63359 1.44703 -0.94296
C -0.18625 0.65587 0.11279
C -0.77176 -0.73813 0.37619
O 0.52301 -1.18525 0.80299
C 1.15253 -0.10938 0.09210
H -0.71430 0.89540 -1.73286
H -0.21930 1.26244 1.01895
H -1.54924 -0.88588 1.13507
H -1.08588 -1.22921 -0.56389
H 2.02128 0.31155 0.61593
H 1.46349 -0.42443 -0.91430
*
```

Charges computed using Löwdin, reported in e: number 1, O, carries -0.006; number 2, C, carries -0.345; number 3, C, carries -0.139; number 4, O, carries -0.112; number 5, C, carries -0.135; number 6, H, carries 0.096; number 7, H, carries 0.152; number 8, H, carries 0.122; number 9, H, carries 0.124; number 10, H, carries 0.121; number 11, H, carries 0.121

Consider the structures shown above. The most stable of them is one.